This record from the Open Molecules 2025 dataset describes a cluster of 2 separate species, C8H12O in total at a distorted geometry. The level of theory is ωB97M-V/def2-TZVPD.

Positions of all 21 atoms, in Å:
C 1.64517 2.24192 0.27416
C 0.41541 1.73167 0.13695
C 0.23446 0.45754 -0.46137
C 0.23799 -0.60320 0.53783
C -0.02812 -1.84898 0.04671
C 0.18405 0.37248 -1.81556
C 0.09023 -0.80492 -2.75367
H 1.75152 3.19498 0.64565
H 2.60527 1.87099 0.04365
H -0.41637 2.41268 0.34067
H 0.69112 -0.52673 1.60392
H 0.06827 -2.72957 0.75651
H -0.44463 -1.88605 -0.94170
H 0.28232 1.37052 -2.40074
H -0.88112 -1.27347 -2.80656
H 0.39870 -0.44905 -3.78547
H 0.78926 -1.63518 -2.48973
C -1.90260 -0.47036 3.26203
O -2.35095 -0.08676 2.22656
H -1.37416 0.19076 3.94818
H -1.99581 -1.52930 3.63199

ΔE to the lowest compared entry with this formula, charge and spin, kcal per mole: 91.8
E, Eh: -387.11673
Structure (SMILES): C=CC(C=C)=CC.C=O
E_LUMO, eV: 0.8
HOMO level, eV: -8.3760
M, g/mol: 124.2
Orbital gap, eV: 9.2

Atom charges from the Löwdin analysis, given in e for atoms 1 to 4:
1. C 0.034
2. C -0.171
3. C -0.334
4. C -0.128